[1]
44
Properties=species:S:1:pos:R:3:forces:R:3:nbo_charge:R:1 method="wB97M-V/def2-TZVPD" mol_weight_g_mol=487.06 homo_energy_ev="-6.0 / -4.9" gap_ev="6.34 / 4.66" fmax_ha_per_bohr=0.105 energy_ev=-42371.2328 lumo_ev="0.32 / -0.19" relative_energy_kcal_mol=103.3
C 0.008 -1.059 3.101 1.7 -1.3 3.2 -0.7930
C 1.724 -0.848 3.173 -1.2 -0.5 3.6 -0.6875
H -0.590 -0.156 3.287 0.4 -0.3 -0.3 0.2702
H -0.046 -1.648 4.039 -0.2 0.2 0.2 0.2466
H -0.471 -1.823 2.461 0.6 0.7 0.0 0.2867
H 2.216 0.071 2.806 -0.5 -0.5 -0.1 0.2547
H 1.782 -0.732 4.268 0.4 -0.1 -0.1 0.2372
H 2.281 -1.756 2.924 -0.4 0.3 -0.1 0.2535
C -2.156 1.383 0.906 -0.2 0.9 -0.6 0.0662
C -3.073 2.280 0.352 0.1 -1.0 0.9 -0.3168
C -2.650 3.167 -0.642 1.4 0.2 -0.6 -0.1874
C -1.323 3.107 -1.056 -1.0 0.3 0.2 -0.2124
H -2.471 0.676 1.679 0.1 0.2 -0.2 0.1921
H -4.097 2.271 0.701 0.0 0.0 0.0 0.2181
H -3.322 3.890 -1.094 0.0 -0.1 0.1 0.2176
H -0.931 3.767 -1.825 -0.4 -0.1 0.2 0.2098
N -0.865 1.341 0.521 -0.6 -0.1 -0.1 -0.5508
C -0.446 2.172 -0.475 1.4 -0.2 -0.6 0.0948
C 0.932 2.009 -0.945 -1.6 0.2 0.4 0.1756
N 1.703 1.074 -0.310 0.3 -0.7 0.2 -0.6225
C 2.975 0.869 -0.711 0.2 0.7 -1.0 0.0620
C 2.743 2.482 -2.480 -1.6 0.9 -0.2 -0.2077
C 3.514 1.540 -1.804 0.6 -1.2 1.3 -0.3140
H 3.557 0.128 -0.159 -0.2 0.3 -0.2 0.1981
H 4.529 1.307 -2.110 -0.1 0.1 0.0 0.2180
C 1.447 2.719 -2.039 0.9 0.2 -0.5 -0.2144
H 0.795 3.442 -2.527 0.4 -0.2 0.0 0.2094
H 3.126 3.031 -3.335 0.0 -0.2 0.1 0.2166
Sn 0.720 -0.412 1.093 -0.2 1.9 -5.1 1.4900
C 2.109 -1.958 0.480 0.3 0.1 0.0 -1.1099
H 3.103 -1.688 0.855 0.0 -0.4 -0.3 0.2043
H 2.067 -1.934 -0.614 0.3 -0.2 0.3 0.2409
H 1.802 -2.947 0.846 0.1 0.3 0.0 0.2255
F -2.354 -2.009 1.784 0.3 -0.1 -0.7 -0.3455
C -1.967 -2.143 0.469 0.1 0.2 -0.7 0.3648
C -0.796 -1.553 -0.018 -1.2 -0.2 -0.3 -0.5475
C -0.587 -1.633 -1.390 -0.2 0.1 -0.2 0.3768
F 0.454 -0.932 -1.957 -0.8 -0.8 0.4 -0.3296
C -1.436 -2.326 -2.256 0.1 0.0 0.2 0.2582
F -1.161 -2.422 -3.575 -0.3 0.1 0.8 -0.2908
C -2.581 -2.927 -1.714 0.1 -0.2 -0.4 0.2799
F -3.412 -3.618 -2.521 0.3 0.4 0.4 -0.2906
C -2.864 -2.827 -0.353 0.0 0.0 0.2 0.2481
F -3.987 -3.374 0.167 0.6 0.3 -0.5 -0.2949



[2]
45
Properties=species:S:1:pos:R:3:forces:R:3:lowdin_spin:R:1 method="wB97M-V/def2-TZVPD" mol_weight_g_mol=714.35 homo_energy_ev="-1.8 / -1.8" gap_ev="6.12 / 5.65" spin_multiplicity=3 fmax_ha_per_bohr=0.002 energy_ev=-58813.2042 lumo_ev="4.36 / 3.89" relative_energy_kcal_mol=0.0 total_charge=-2
Pd 0.918 0.085 -0.533 -0.1 0.0 0.0 1.1706
O -4.921 2.240 -2.850 0.0 0.0 0.0 0.0010
C -3.808 2.287 -2.332 0.0 0.0 0.0 0.0005
N -2.622 2.333 -2.982 0.0 0.0 0.0 0.0025
S -1.390 2.409 -1.976 0.0 0.0 0.0 0.0041
O -0.625 3.628 -2.104 0.0 0.0 0.0 0.0008
O -0.585 1.188 -2.037 0.0 0.0 0.0 0.0420
C -2.314 2.397 -0.462 0.0 0.0 0.0 -0.0002
C -1.894 2.416 0.853 0.0 0.0 0.0 0.0005
C -2.879 2.335 1.829 0.0 0.0 0.0 0.0001
C -4.226 2.250 1.480 0.0 0.0 0.0 -0.0001
C -4.622 2.240 0.148 0.0 0.0 0.0 0.0000
C -3.640 2.310 -0.824 0.0 0.0 0.0 -0.0002
H -0.844 2.460 1.109 0.0 0.0 0.0 0.0010
H -2.589 2.300 2.871 0.0 0.0 0.0 0.0000
H -4.971 2.170 2.263 0.0 0.0 0.0 0.0000
H -5.662 2.163 -0.145 0.0 0.0 0.0 0.0000
Te 2.131 2.427 -0.229 0.0 0.0 0.0 0.3489
C 3.569 2.133 1.297 0.0 0.0 0.0 0.0353
C 4.368 0.993 1.380 0.0 0.0 0.0 0.0101
C 5.307 0.859 2.394 0.0 0.0 0.0 -0.0010
C 5.479 1.864 3.338 0.0 0.0 0.0 0.0103
C 4.693 3.005 3.262 0.0 0.0 0.0 -0.0005
C 3.743 3.133 2.256 0.0 0.0 0.0 0.0175
H 4.238 0.196 0.659 0.0 0.0 0.0 0.0002
H 5.904 -0.044 2.446 0.0 0.0 0.0 -0.0003
H 6.212 1.754 4.129 0.0 0.0 0.0 0.0008
H 4.806 3.795 3.997 0.0 0.0 0.0 -0.0003
H 3.117 4.017 2.220 0.0 0.0 0.0 0.0037
C 0.923 0.408 2.890 0.0 0.0 0.0 0.0009
C -0.321 -0.180 2.310 0.0 0.0 0.0 0.0104
C -1.451 -0.630 2.966 0.0 0.0 0.0 0.0065
C -2.334 -1.118 1.965 0.0 0.0 0.0 0.0063
C -1.698 -0.936 0.754 0.0 0.0 0.0 0.0166
C -2.175 -1.301 -0.616 0.0 0.0 0.0 0.0035
N -0.477 -0.358 0.965 0.0 -0.1 0.0 0.1346
H 0.903 0.323 3.979 0.0 0.0 0.0 -0.0001
H 1.043 1.466 2.634 0.0 0.0 0.0 0.0008
H 1.815 -0.106 2.521 0.0 0.0 0.0 -0.0008
H -1.605 -0.619 4.037 0.0 0.0 0.0 0.0012
H -3.316 -1.549 2.102 0.0 0.0 0.0 0.0014
H -3.060 -1.937 -0.541 0.0 0.0 0.0 0.0000
H -1.407 -1.852 -1.167 0.0 0.0 0.0 0.0017
H -2.434 -0.428 -1.217 0.0 0.0 0.0 0.0000
I 2.662 -1.973 -0.554 0.0 0.0 0.0 0.1699



[3]
42
Properties=species:S:1:pos:R:3:forces:R:3:lowdin_charge:R:1 method="wB97M-V/def2-TZVPD" mol_weight_g_mol=515.28 homo_energy_ev=-17.5 gap_ev=4.43 fmax_ha_per_bohr=0.112 energy_ev=-71045.1700 lumo_ev=-13.09 relative_energy_kcal_mol=6.1 total_charge=+3
Lu -0.513 0.418 -2.580 -0.5 -0.8 2.8 1.3917
C -0.633 1.700 -0.548 -0.1 3.4 3.8 -0.2762
O -0.782 2.416 0.357 0.6 -3.0 -3.4 0.2121
C -0.375 2.690 -3.165 1.0 5.0 -0.2 -0.1245
O -0.101 3.798 -3.265 -1.1 -3.7 0.1 0.2753
C -2.536 1.547 -1.877 -4.8 2.6 1.2 -0.0358
O -3.380 2.214 -1.462 3.4 -2.7 -1.7 0.2446
C 1.572 1.378 -2.016 4.4 3.5 1.2 -0.0615
O 2.406 2.123 -1.731 -3.3 -3.3 -1.1 0.2282
C -0.442 -0.075 -4.880 0.2 1.6 -1.7 -0.1639
H 0.501 -0.663 -4.927 -0.4 0.4 0.2 0.1158
H -1.382 -0.671 -4.931 0.3 0.5 0.2 0.1171
C -0.445 1.293 -5.184 0.0 -2.7 -2.9 -0.0478
H -1.357 1.770 -5.614 0.3 -0.2 1.2 0.1353
H 0.468 1.771 -5.607 -0.2 -0.2 1.1 0.1344
C 1.073 -2.235 -0.496 0.0 0.0 -0.4 -0.2205
P 0.323 -0.681 0.157 0.4 -1.6 1.9 0.9689
C -1.112 -1.160 1.196 -0.3 -0.1 -0.3 -0.3720
C -1.191 -0.756 2.537 -0.1 0.7 -0.3 -0.0605
C -2.413 -0.755 3.207 -0.1 -0.3 0.0 -0.0181
C -3.569 -1.190 2.560 0.0 -0.2 -0.2 -0.0169
C -3.481 -1.694 1.254 0.1 -0.1 0.1 -0.0473
C -2.244 -1.761 0.605 -0.4 0.9 -0.2 -0.1082
C 1.534 -0.165 1.430 0.6 0.8 0.0 -0.3873
C 2.004 -1.125 2.353 0.0 -0.1 -0.4 -0.0835
C 3.051 -0.811 3.233 -0.5 0.0 -0.3 -0.0159
C 3.620 0.472 3.224 -0.4 -0.4 -0.3 -0.0124
C 3.075 1.452 2.390 0.0 0.1 0.0 -0.0355
C 2.040 1.143 1.501 0.1 -0.4 0.0 -0.1035
H 0.562 -2.555 -1.422 0.2 -0.2 0.3 0.0359
H 0.990 -3.030 0.267 -0.1 0.3 -0.4 0.0801
H 2.142 -2.056 -0.706 -0.4 0.0 0.0 0.0728
H -0.311 -0.374 3.041 -0.2 0.1 0.0 0.1067
H -2.462 -0.393 4.231 0.0 -0.2 -0.2 0.1331
H -4.533 -1.186 3.081 0.4 0.1 -0.3 0.1367
H -4.388 -2.004 0.735 0.3 -0.2 0.2 0.1235
H -2.183 -2.224 -0.382 0.0 0.1 0.0 0.0965
H 1.520 -2.113 2.358 0.5 0.4 0.2 0.1225
H 3.396 -1.582 3.926 0.0 0.3 -0.2 0.1327
H 4.479 0.684 3.862 -0.3 0.1 -0.1 0.1334
H 3.462 2.470 2.425 -0.1 -0.3 0.0 0.1266
H 1.615 1.918 0.866 0.3 0.0 0.2 0.0676